No. 1
{"formula": "C14H45N7O7", "method": "the ωB97M-V functional and the def2-TZVPD basis", "de_lowest_kcal_mol": 95.21, "max_force_ev_per_a": 7.544, "energy_ev": -40007.8011, "homo_lumo_gap_ev": 9.36, "smiles": "COC[C@H](C)N.COC[C@H](C)N.COC[C@H](C)N.NC(N)=O.NC(N)=O.O.O", "spin_multiplicity": 1, "species": ["C", "O", "C", "C", "C", "N", "H", "H", "H", "H", "H", "H", "H", "H", "H", "H", "H", "C", "O", "C", "C", "C", "N", "H", "H", "H", "H", "H", "H", "H", "H", "H", "H", "H", "C", "O", "C", "C", "C", "N", "H", "H", "H", "H", "H", "H", "H", "H", "H", "H", "H", "N", "C", "N", "O", "H", "H", "H", "H", "N", "C", "N", "O", "H", "H", "H", "H", "O", "H", "H", "O", "H", "H"], "xyz": [[-15.61168, -4.37640, 21.92185], [-15.05823, -3.12813, 21.44064], [-13.74577, -3.22964, 21.09708], [-13.34711, -1.75384, 20.91985], [-13.85051, -0.92771, 19.73173], [-11.87291, -1.73058, 21.04514], [-15.94240, -5.06416, 21.14357], [-16.45800, -4.04474, 22.52338], [-14.95254, -4.83502, 22.65894], [-13.13212, -3.61351, 21.91205], [-13.69728, -3.65304, 20.09385], [-13.59461, -1.28085, 21.87019], [-13.12304, -0.13351, 19.56405], [-14.90040, -0.64382, 19.65927], [-13.77517, -1.54781, 18.83848], [-11.85035, -1.95807, 22.02893], [-11.54244, -0.77834, 21.10939], [-10.32025, -15.94745, 21.11161], [-10.51737, -14.76596, 21.96933], [-10.23502, -13.52068, 21.27550], [-9.93296, -12.31080, 22.07493], [-11.04831, -11.76215, 22.86377], [-9.38215, -11.20814, 21.30583], [-11.08435, -16.19028, 20.37316], [-10.30878, -16.83121, 21.74953], [-9.38503, -15.80136, 20.57113], [-9.42969, -13.61382, 20.54689], [-11.10852, -13.29489, 20.66385], [-9.19255, -12.58976, 22.82463], [-11.84227, -11.44900, 22.18576], [-10.63888, -10.93406, 23.44233], [-11.55246, -12.43458, 23.55786], [-10.01057, -10.98210, 20.54813], [-9.23586, -10.44529, 21.95140], [-11.23794, -6.93349, 29.59135], [-10.19384, -6.21961, 30.19972], [-8.95241, -6.32937, 29.47300], [-8.35537, -7.67148, 29.49827], [-7.82031, -8.13575, 30.85301], [-7.31806, -7.72100, 28.49271], [-12.16579, -6.80330, 30.14834], [-11.18712, -8.02180, 29.55846], [-11.51028, -6.51247, 28.62354], [-9.02737, -5.75751, 28.54810], [-8.34491, -5.57159, 29.96778], [-9.03594, -8.41051, 29.07549], [-8.51969, -8.14943, 31.68895], [-6.88108, -7.67579, 31.16022], [-7.55686, -9.19331, 30.83715], [-6.56552, -7.17771, 28.89097], [-6.87091, -8.62573, 28.45253], [-1.63426, -8.14720, 23.27845], [-0.57658, -8.97954, 23.01290], [0.29270, -8.45590, 22.25452], [-0.37800, -10.01801, 23.57439], [-2.18961, -8.46609, 24.05947], [-1.84898, -7.31603, 22.74633], [0.08759, -7.54184, 21.87702], [1.11580, -9.01411, 22.07841], [-12.24777, 0.36452, 27.47408], [-10.99862, 0.02091, 27.07654], [-10.13801, 0.69879, 27.68403], [-10.75757, -0.92227, 26.33578], [-12.39317, 1.24022, 27.95587], [-12.98148, -0.22905, 27.11428], [-9.18388, 0.43404, 27.48492], [-10.32238, 1.55993, 28.17855], [-5.46078, -3.26257, 25.34534], [-6.04282, -3.07783, 26.08245], [-5.84448, -4.03130, 24.92338], [-8.30066, -6.17136, 24.22495], [-8.60908, -5.44011, 24.76010], [-7.94229, -6.79590, 24.85562]]}

***

No. 2
{"formula": "C5H8NO", "method": "the ωB97M-V functional and the def2-TZVPD basis", "de_lowest_kcal_mol": 32.35, "max_force_ev_per_a": 1.503, "energy_ev": -8843.3579, "homo_lumo_gap_ev": 8.80, "spin_multiplicity": 1, "charge": 1, "species": ["C", "C", "C", "C", "C", "N", "O", "H", "H", "H", "H", "H", "H", "H", "H"], "xyz": [[0.91454, -0.45769, -1.09028], [-0.28194, -1.08758, -1.05152], [1.28151, 0.42764, 0.03944], [-0.95536, -1.13264, 0.20100], [0.09812, 0.53554, 1.00171], [-1.10160, 1.00577, 0.29616], [-0.41516, -0.75924, 1.32534], [1.62102, -0.59667, -1.89577], [-0.68235, -1.64755, -1.88034], [2.17059, 0.03845, 0.54955], [1.55100, 1.41923, -0.33451], [-1.76642, -1.84976, 0.32244], [0.35503, 1.05471, 1.93120], [-0.94989, 1.77007, -0.35650], [-1.83908, 1.27974, 0.94210]]}

***

No. 3
{"formula": "C5H12O", "method": "the ωB97M-V functional and the def2-TZVPD basis", "de_lowest_kcal_mol": 7.97, "max_force_ev_per_a": 0.446, "energy_ev": -7426.9656, "homo_lumo_gap_ev": 11.28, "smiles": "CC(C)CCO", "spin_multiplicity": 1, "species": ["C", "C", "C", "C", "C", "O", "H", "H", "H", "H", "H", "H", "H", "H", "H", "H", "H", "H"], "xyz": [[0.62114, -1.19753, -1.12978], [0.53288, -0.10977, -0.05729], [1.68254, -0.20955, 0.94604], [-0.85759, -0.08020, 0.60684], [-1.81614, 0.86893, -0.11634], [-1.37783, 2.21310, -0.08573], [-0.27531, -1.20926, -1.76139], [0.71870, -2.19008, -0.67210], [1.48781, -1.04169, -1.78096], [0.67794, 0.85609, -0.57051], [1.72647, -1.19757, 1.41981], [1.57388, 0.54016, 1.73805], [2.64267, -0.03412, 0.44706], [-1.29879, -1.08712, 0.61472], [-0.78145, 0.24478, 1.65223], [-2.79178, 0.86647, 0.37852], [-1.97206, 0.53037, -1.15520], [-0.49306, 2.23700, -0.47396]]}

***

No. 4
{"formula": "C31H53N9O6S2SiSn", "method": "the ωB97M-V functional and the def2-TZVPD basis", "de_lowest_kcal_mol": 0.00, "max_force_ev_per_a": 4.275, "energy_ev": -94083.4658, "homo_lumo_gap_ev": 7.93, "spin_multiplicity": 1, "species": ["Sn", "C", "C", "N", "N", "C", "N", "S", "C", "C", "C", "C", "C", "N", "H", "H", "H", "H", "H", "H", "H", "H", "H", "N", "N", "C", "N", "N", "N", "O", "O", "H", "H", "H", "H", "H", "C", "C", "C", "C", "O", "Si", "S", "O", "C", "C", "C", "C", "O", "C", "C", "C", "C", "H", "H", "H", "H", "H", "H", "H", "H", "H", "H", "H", "H", "H", "H", "H", "H", "H", "H", "H", "H", "H", "H", "H", "H", "H", "H", "H", "C", "C", "C", "C", "C", "C", "C", "O", "C", "C", "C", "H", "H", "H", "H", "H", "H", "H", "H", "H", "H", "H", "H"], "xyz": [[-0.10895, 0.28671, -0.29700], [3.35903, 3.69972, 1.69863], [2.05861, 3.07582, 1.31938], [1.98511, 1.83328, 1.09772], [3.19416, 1.14658, 1.18878], [3.25368, -0.10278, 0.75561], [4.47257, -0.70416, 0.82715], [1.95719, -1.16387, 0.18851], [0.75191, 3.77742, 1.17388], [-0.22239, 3.66975, 2.16251], [-1.42773, 4.34699, 1.93137], [-1.69271, 4.98908, 0.70745], [-0.65701, 4.98191, -0.20272], [0.52408, 4.41132, 0.00763], [3.88258, 3.73046, 0.73192], [3.92371, 3.08363, 2.43672], [3.25908, 4.79676, 1.98108], [5.20764, -0.04502, 0.93316], [4.68666, -1.49726, 0.22103], [-0.12488, 3.18622, 3.11217], [-2.24441, 4.29924, 2.73046], [-2.56869, 5.57009, 0.59496], [-0.84925, 5.48352, -1.15291], [-3.43613, 2.43730, -0.93843], [-3.26638, 1.35419, -1.91007], [-2.50799, 1.40686, -3.04658], [-2.37880, 0.20919, -3.63846], [-2.16126, 2.58706, -3.38368], [-1.26461, 2.66829, -4.42844], [-0.48721, 3.62706, -4.53879], [-1.16005, 1.78301, -5.31007], [-2.46812, 2.47836, -0.47517], [-3.23617, 3.34412, -1.37676], [-3.52380, 0.44253, -1.53871], [-2.46002, -0.56150, -2.98851], [-1.59393, 0.10884, -4.29273], [-2.10295, -1.95404, 3.83605], [-1.60588, -0.67930, 3.00596], [-0.18067, -0.23936, 3.38590], [-2.63150, 0.42879, 3.07512], [-1.56484, -1.07365, 1.61934], [-1.74056, -2.47355, 0.76019], [-1.01376, -1.95058, -1.16325], [-0.77418, -3.58851, 1.46334], [-0.32967, -4.91181, 1.03197], [0.70943, -4.58987, -0.10128], [0.38425, -5.44852, 2.35211], [-1.40168, -5.87162, 0.64348], [-3.25584, -3.12167, 0.79724], [-4.65624, -2.88328, 0.55428], [-5.09425, -3.63018, -0.64355], [-4.91170, -1.39880, 0.40203], [-5.23447, -3.45309, 1.81195], [-2.19055, -1.80030, 4.94396], [-1.47968, -2.79553, 3.57406], [-3.13421, -2.13398, 3.54482], [-0.19141, 0.05457, 4.47561], [0.18258, 0.56626, 2.86671], [0.46455, -1.13942, 3.30242], [-2.67584, 0.75378, 4.12094], [-3.66656, 0.12780, 2.79123], [-2.20290, 1.27198, 2.44150], [1.40239, -3.80390, 0.27860], [0.22963, -4.24068, -0.98564], [1.27594, -5.49326, -0.39682], [1.14154, -4.73877, 2.66262], [0.76592, -6.44001, 2.19327], [-0.42918, -5.49782, 3.10502], [-2.03826, -5.46635, -0.13147], [-1.97299, -6.12444, 1.52149], [-1.01417, -6.84485, 0.20543], [-4.56236, -3.43359, -1.57643], [-6.15649, -3.51795, -0.91127], [-5.05107, -4.67944, -0.45648], [-4.25705, -1.07441, -0.43539], [-4.67623, -0.87057, 1.33873], [-5.94768, -1.16641, 0.19514], [-4.83083, -4.44964, 1.94976], [-6.31712, -3.47490, 1.84583], [-4.95030, -2.91404, 2.72225], [7.17714, 1.35614, -1.44514], [5.82043, 1.62166, -2.01092], [5.17119, 2.84443, -1.91404], [3.82815, 3.05461, -2.22598], [3.31165, 4.42779, -2.04019], [3.03017, 1.95242, -2.61148], [1.56782, 2.11215, -2.85818], [0.84768, 1.07472, -2.93194], [3.68532, 0.70933, -2.86291], [2.91744, -0.48437, -3.36887], [5.01934, 0.52705, -2.50231], [7.37561, 0.38416, -0.99343], [7.36023, 2.08939, -0.66284], [7.84345, 1.51634, -2.22446], [5.67695, 3.73564, -1.59159], [4.08900, 5.09589, -1.54178], [2.44536, 4.43719, -1.39188], [2.94746, 4.88111, -3.03074], [1.17925, 3.08597, -2.99376], [2.39182, -0.93425, -2.51700], [3.62544, -1.25077, -3.73556], [2.19344, -0.39263, -4.15555], [5.50700, -0.41972, -2.68733]]}

***

No. 5
{"formula": "C30H32Br2F6N7O6PS2Yb", "method": "the ωB97M-V functional and the def2-TZVPD basis", "de_lowest_kcal_mol": 18.11, "max_force_ev_per_a": 1.594, "energy_ev": -273221.5648, "s_squared": 0.75, "homo_lumo_gap_ev": [7.07, 7.07], "spin_multiplicity": 2, "charge": 1, "species": ["Yb", "Br", "C", "C", "C", "Br", "C", "C", "C", "C", "N", "C", "C", "O", "H", "H", "H", "H", "C", "N", "C", "C", "C", "C", "C", "N", "C", "C", "C", "C", "C", "C", "H", "H", "H", "H", "H", "H", "H", "H", "H", "H", "H", "F", "C", "F", "F", "S", "O", "O", "N", "S", "O", "O", "C", "F", "F", "F", "C", "O", "H", "H", "H", "H", "C", "N", "C", "N", "C", "N", "C", "P", "C", "C", "H", "H", "H", "H", "H", "H", "H", "H", "H", "H", "H", "H", "H"], "xyz": [[-0.19561, 1.04755, 0.28962], [-2.03412, -1.21148, -3.86950], [-1.42554, 0.57829, -3.82379], [-1.34948, 1.32413, -5.00494], [-0.88117, 2.60762, -4.97255], [-0.79487, 3.59048, -6.59092], [-0.45250, 3.19599, -3.76007], [0.06749, 4.50203, -3.62957], [0.49416, 4.94405, -2.40891], [0.41297, 4.08986, -1.29990], [-0.08172, 2.87436, -1.37163], [-0.52491, 2.41892, -2.58099], [-1.03679, 1.08068, -2.59251], [-1.09323, 0.38981, -1.48557], [-1.65331, 0.88225, -5.94330], [0.13003, 5.14284, -4.49827], [0.90317, 5.93698, -2.29029], [0.76924, 4.41658, -0.33139], [1.27862, -1.66806, -1.47112], [1.44683, -0.51133, -0.58712], [2.65548, -0.04749, -0.46119], [2.94088, 1.13754, 0.24263], [4.18702, 1.69323, 0.56018], [3.92653, 2.86502, 1.25730], [2.53431, 2.97401, 1.33163], [1.91952, 1.94420, 0.72589], [1.91755, -1.54068, -2.83817], [1.90667, -0.32735, -3.52127], [2.43458, -0.23253, -4.79870], [2.98972, -1.34941, -5.40861], [3.02065, -2.55705, -4.72905], [2.48866, -2.64942, -3.44972], [0.20161, -1.80573, -1.60524], [1.67726, -2.57482, -0.99346], [3.49744, -0.56331, -0.92853], [5.14927, 1.28540, 0.29120], [4.64506, 3.55778, 1.66365], [1.97285, 3.77429, 1.78980], [1.49251, 0.54866, -3.03973], [2.41194, 0.71664, -5.31934], [3.40167, -1.27624, -6.40632], [3.46634, -3.42958, -5.18857], [2.51823, -3.60012, -2.92790], [-3.00860, 5.05835, 3.00032], [-2.54833, 3.86477, 3.32630], [-3.46196, 2.94544, 3.00923], [-2.30316, 3.82071, 4.62053], [-0.97636, 3.53688, 2.34210], [-1.42105, 2.55359, 1.34440], [-0.51176, 4.79036, 1.87378], [0.02297, 2.82982, 3.34227], [-0.26560, 1.30376, 3.53918], [0.11315, 0.44620, 2.40468], [-1.54994, 0.98912, 4.08968], [1.02146, 0.85391, 4.78635], [0.74974, 1.36615, 5.96453], [2.21133, 1.23696, 4.37014], [0.99496, -0.48966, 4.87607], [-3.76004, 0.01828, -0.29737], [-2.82036, 0.40631, 0.71728], [-4.15180, 0.88918, -0.82270], [-4.58785, -0.54419, 0.14111], [-3.22175, -0.60043, -1.00991], [-3.25406, 1.02574, 1.31665], [-0.34503, -4.90541, 1.69472], [0.19961, -3.82816, 2.63939], [-0.83291, -3.60878, 3.75562], [-2.10181, -3.29497, 3.21187], [-2.55537, -4.35103, 2.31532], [-1.62667, -4.54879, 1.20631], [-1.60163, -3.40854, 0.28681], [-1.05063, -1.81014, 1.09445], [0.46896, -2.55817, 1.90035], [-2.16025, -1.97052, 2.58735], [-0.39772, -5.82744, 2.27453], [0.37272, -5.01273, 0.88186], [1.06859, -4.16093, 3.05870], [-0.45797, -2.80430, 4.38763], [-0.87375, -4.53938, 4.32314], [-3.53500, -4.08925, 1.92018], [-2.64457, -5.28400, 2.87513], [-2.59934, -3.26965, -0.13315], [-0.93868, -3.63396, -0.55146], [0.88278, -1.82846, 2.59386], [1.21187, -2.75328, 1.12633], [-3.18702, -1.78167, 2.27389], [-1.90216, -1.20627, 3.31881]]}

***

No. 6
{"formula": "C3H26O12S", "method": "the ωB97M-V functional and the def2-TZVPD basis", "de_lowest_kcal_mol": 0.00, "max_force_ev_per_a": 2.148, "energy_ev": -38938.0913, "homo_lumo_gap_ev": 8.71, "smiles": "O=C(O)CCS.O.O.O.O.O.O.O.O.O.O", "spin_multiplicity": 1, "species": ["O", "C", "O", "C", "C", "S", "H", "H", "H", "H", "H", "H", "O", "H", "H", "O", "H", "H", "O", "H", "H", "O", "H", "H", "O", "H", "H", "O", "H", "H", "O", "H", "H", "O", "H", "H", "O", "H", "H", "O", "H", "H"], "xyz": [[-1.89424, 0.47604, 0.56689], [-1.57660, -0.32365, -0.28283], [-2.51226, -1.24025, -0.69287], [-0.41892, -0.25058, -1.21383], [0.55586, -1.42453, -1.04941], [0.84536, -2.64026, -2.35412], [-3.10722, -1.27344, 0.06998], [-0.80778, -0.28107, -2.24137], [0.19311, 0.66113, -1.07905], [0.27378, -2.08514, -0.22242], [1.53250, -1.11274, -0.71063], [-0.31963, -2.63011, -2.91466], [0.17518, -1.04138, 1.75862], [-0.60853, -1.34620, 2.24002], [0.23071, -0.10998, 2.00076], [-1.45519, 3.66915, 1.79335], [-2.27009, 3.93989, 1.35277], [-1.64666, 2.73372, 1.94468], [-1.88154, 2.07478, -3.48727], [-2.50232, 2.28093, -2.78447], [-1.87229, 1.11874, -3.61780], [3.44359, 1.75256, -0.29559], [3.69687, 1.69574, -1.22038], [2.49670, 1.95457, -0.25448], [-4.01397, 1.29348, 2.21188], [-3.98615, 1.57496, 1.28914], [-3.61830, 0.42285, 2.10003], [4.57845, -0.61421, 1.43988], [3.92190, -0.26255, 2.05323], [4.80539, 0.15724, 0.89951], [0.06707, 2.78225, -1.59102], [-0.75444, 2.55976, -2.07530], [-0.15970, 2.89783, -0.66169], [3.28218, -2.63218, 0.31001], [3.85942, -2.55524, 1.07452], [3.10803, -1.74497, 0.03697], [-1.77330, -3.06674, 1.98108], [-1.38731, -3.78271, 2.49975], [-1.26113, -3.15988, 1.15276], [1.20017, 2.43805, 1.88166], [0.80121, 2.65615, 2.74484], [1.31890, 3.25970, 1.41578]]}